Entry 1:
This record from the OMol25 dataset describes a molecular structure, C20H21ClN4OS at a distorted geometry. The level of theory is ωB97M-V with the def2-TZVPD basis set.

CARTESIAN COORDINATES (ANGSTROEM)
1 C 7.567 1.828 -3.079
2 C 7.104 3.179 -2.310
3 O 6.320 4.090 -3.140
4 C 5.037 3.485 -3.275
5 C 4.742 2.755 -4.655
6 C 3.377 2.054 -4.902
7 C 2.337 2.128 -3.716
8 N 1.005 1.568 -3.696
9 S 0.366 1.961 -2.169
10 N 1.577 2.898 -1.354
11 C 2.620 2.875 -2.350
12 C 4.006 3.570 -2.098
13 Cl 4.439 4.414 -0.524
14 H 6.672 1.201 -3.425
15 H 8.136 1.210 -2.279
16 H 8.221 2.027 -3.996
17 H 7.995 3.782 -1.908
18 H 6.524 2.809 -1.376
19 H 5.541 2.774 -5.466
20 H 3.172 1.532 -5.905
21 C -1.419 2.580 1.173
22 N -2.010 1.248 1.428
23 C -1.196 0.210 1.700
24 C -1.719 -1.044 1.985
25 C -3.100 -1.243 2.000
26 C -3.910 -0.148 1.690
27 C -3.346 1.087 1.406
28 C -3.699 -2.546 2.353
29 C -4.589 -2.653 3.424
30 C -5.188 -3.867 3.723
31 N -4.925 -4.960 2.983
32 C -4.053 -4.901 1.957
33 C -3.427 -3.706 1.627
34 C -5.606 -6.239 3.278
35 H -0.723 2.484 0.340
36 H -0.904 2.892 2.083
37 H -2.203 3.294 0.925
38 H -0.128 0.400 1.698
39 H -1.034 -1.854 2.217
40 H -4.991 -0.245 1.665
41 H -3.957 1.950 1.169
42 H -4.825 -1.790 4.041
43 H -5.886 -3.969 4.547
44 H -3.876 -5.815 1.401
45 H -2.746 -3.691 0.782
46 H -4.843 -6.995 3.462
47 H -6.215 -6.496 2.410
48 H -6.240 -6.128 4.157

Its calculated total energy is -1926.6041 a.u. Its charge is +2. The calculation puts the strongest force on any atom at 6.04 eV/A. The molar mass is 400.935 g/mol.


Entry 2:
This record from the OMol25 dataset describes a molecular structure, C20H21IN7O5PTi. The level of theory is ωB97M-V with the def2-TZVPD basis set.

CARTESIAN COORDINATES (ANGSTROEM)
1 Ti 0.175 0.443 -0.285
2 O -0.641 -5.686 0.708
3 C -0.426 -4.368 0.511
4 C 0.676 -3.701 1.048
5 C 0.807 -2.357 0.769
6 N -0.044 -1.732 -0.024
7 C -1.168 -2.318 -0.408
8 C -1.406 -3.655 -0.187
9 C -2.170 -1.278 -0.873
10 O -3.157 -1.568 -1.517
11 O -1.825 -0.067 -0.514
12 C 1.692 -1.368 1.519
13 O 2.556 -1.758 2.271
14 O 1.320 -0.142 1.309
15 H 0.072 -6.061 1.237
16 H 1.380 -4.181 1.716
17 H -2.329 -4.122 -0.498
18 C 5.119 2.989 0.205
19 P 3.734 2.032 0.968
20 C 2.377 2.879 0.034
21 C 3.914 0.465 0.032
22 C 4.810 -0.480 0.523
23 C 4.941 -1.721 -0.082
24 C 4.143 -2.053 -1.165
25 C 3.240 -1.124 -1.665
26 C 3.142 0.133 -1.082
27 H 6.067 2.534 0.490
28 H 5.110 4.009 0.592
29 H 5.056 3.016 -0.885
30 H 2.555 2.869 -1.042
31 H 2.421 3.934 0.326
32 H 0.649 2.662 1.159
33 H 5.384 -0.255 1.415
34 H 5.640 -2.443 0.320
35 H 4.217 -3.032 -1.620
36 H 2.617 -1.396 -2.509
37 H 2.486 0.894 -1.506
38 N -0.860 4.330 -3.537
39 C -0.894 3.553 -2.400
40 N -2.151 3.167 -2.004
41 N 0.199 3.261 -1.782
42 C 0.107 2.274 -0.832
43 N 1.033 2.341 0.281
44 H -1.618 4.985 -3.646
45 H 0.051 4.724 -3.711
46 H -2.847 3.072 -2.725
47 H -2.157 2.453 -1.286
48 I 1.045 0.903 -6.671
49 C 0.238 0.571 -4.810
50 C -1.093 0.510 -4.471
51 N -1.140 0.299 -3.149
52 N 0.081 0.212 -2.600
53 C 0.929 0.379 -3.609
54 H -1.987 0.598 -5.064
55 H -1.951 0.204 -2.549
56 H 1.994 0.394 -3.452

Its calculated total energy is -3022.8536 a.u. The energy above the lowest of the compared OMol25 structures with the same formula, charge and spin comes out at 15.9 kJ/mol. Its charge is 0. The calculation puts the strongest force on any atom at 0.65 eV/A. The molar mass is 645.177 g/mol.


Entry 3:
This record from the OMol25 dataset describes 2 unconnected molecules or ions with the total composition C20H21N2O8 at a distorted geometry. The level of theory is ωB97M-V with the def2-TZVPD basis set.

CARTESIAN COORDINATES (ANGSTROEM)
1 C 2.603 -1.319 -5.703
2 O 3.739 -0.847 -4.939
3 C 3.550 -0.484 -3.642
4 C 4.688 -0.047 -2.914
5 C 4.590 0.231 -1.571
6 C 3.381 0.010 -0.861
7 C 3.311 0.154 0.580
8 C 2.821 -0.768 1.456
9 C 2.868 -0.423 2.884
10 O 3.330 0.628 3.329
11 N 2.409 -1.399 3.780
12 C 2.404 -1.052 5.180
13 C 1.823 -2.613 3.422
14 O 1.355 -3.402 4.242
15 N 1.808 -2.906 2.057
16 C 1.389 -4.265 1.784
17 C 2.531 -2.172 1.091
18 O 2.904 -2.727 0.058
19 C 2.245 -0.346 -1.613
20 C 2.302 -0.550 -2.978
21 H 2.994 -1.467 -6.710
22 H 2.239 -2.273 -5.300
23 H 1.799 -0.571 -5.719
24 H 5.634 0.024 -3.442
25 H 5.457 0.574 -1.004
26 H 3.783 1.027 1.031
27 H 1.973 -1.894 5.714
28 H 3.422 -0.851 5.528
29 H 1.797 -0.153 5.325
30 H 1.437 -4.446 0.714
31 H 2.037 -4.973 2.317
32 H 0.373 -4.394 2.167
33 H 1.292 -0.452 -1.102
34 H 1.388 -0.799 -3.520
35 C -2.784 4.937 0.453
36 C -2.368 3.488 0.192
37 C -3.621 2.767 -0.289
38 O -1.346 3.495 -0.813
39 C -0.594 2.325 -0.993
40 O -0.004 2.207 -2.051
41 C -0.548 1.429 0.114
42 C -1.119 1.764 1.375
43 O -0.965 1.157 2.419
44 O -1.880 2.941 1.424
45 H -1.936 5.530 0.798
46 H -3.178 5.372 -0.468
47 H -3.572 4.957 1.209
48 H -3.439 1.713 -0.524
49 H -4.396 2.841 0.482
50 H -4.006 3.276 -1.180
51 H 0.059 0.531 0.052

Its calculated total energy is -1486.2853 a.u. The energy above the lowest of the compared OMol25 structures with the same formula, charge and spin comes out at 0.0 kJ/mol. Its charge is -1. The calculation puts the strongest force on any atom at 1.62 eV/A. The molar mass is 417.394 g/mol.


Entry 4:
This record from the OMol25 dataset describes C20H21N3O3S in the gas phase at a distorted geometry. The level of theory is ωB97M-V with the def2-TZVPD basis set.

CARTESIAN COORDINATES (ANGSTROEM)
1 C -2.507 -1.372 1.995
2 C -3.062 -0.985 0.633
3 O -4.613 -1.156 0.611
4 C -4.897 -0.902 -0.842
5 C -3.779 -0.444 -1.463
6 C -2.552 -0.474 -0.599
7 C -1.386 -0.325 -1.053
8 N -0.713 -0.935 -2.005
9 N 0.453 -0.253 -2.036
10 C 0.591 0.452 -1.148
11 S 2.079 1.154 -0.520
12 C 3.403 -0.134 -1.074
13 C 3.518 -0.896 0.001
14 O 4.405 -0.937 0.693
15 C 2.396 -1.886 0.316
16 C 1.887 -2.189 1.583
17 C 0.789 -2.934 1.890
18 C 0.235 -3.358 0.901
19 C 0.689 -3.450 -0.607
20 C 1.742 -2.622 -0.457
21 N -0.418 0.272 -0.405
22 C -0.624 1.447 0.835
23 C -0.867 2.623 0.319
24 C -0.978 3.762 1.483
25 C 0.462 4.392 1.527
26 C 0.721 4.383 0.080
27 O 0.153 3.330 -0.839
28 H -2.617 -0.720 2.693
29 H -2.858 -2.450 2.273
30 H -1.351 -1.593 1.807
31 H -6.059 -0.871 -0.750
32 H -3.823 -0.089 -2.584
33 H 2.915 -0.707 -2.009
34 H 4.199 0.486 -1.420
35 H 2.315 -1.558 2.420
36 H 0.330 -2.887 3.142
37 H -0.579 -4.264 1.240
38 H 0.062 -3.870 -1.137
39 H 2.084 -2.536 -1.722
40 H 0.251 1.344 1.284
41 H -1.571 0.992 1.510
42 H -1.798 2.930 -0.348
43 H -1.534 4.723 1.092
44 H -1.228 3.184 2.347
45 H 1.099 3.675 1.883
46 H 0.656 5.372 1.805
47 H 0.481 5.304 -0.538
48 H 1.840 4.203 -0.098

Its calculated total energy is -1562.1776 a.u. Its SMILES is Cc1occc1-c1nnc(SCC(=O)c2ccccc2)n1C[C@H]1CCCO1. The energy above the lowest of the compared OMol25 structures with the same formula, charge and spin comes out at 2156.6 kJ/mol. Its charge is 0. The calculation puts the strongest force on any atom at 17.79 eV/A. The molar mass is 383.473 g/mol.


Entry 5:
This record from the OMol25 dataset describes a molecular structure, C20H21N5O3Re at a distorted geometry. The level of theory is ωB97M-V with the def2-TZVPD basis set.

CARTESIAN COORDINATES (ANGSTROEM)
1 N -1.775 4.094 0.602
2 C -0.867 4.677 0.152
3 C 0.223 5.509 -0.365
4 H -0.195 6.455 -0.731
5 H 0.770 5.031 -1.188
6 H 0.963 5.736 0.414
7 N 3.554 -2.323 0.109
8 C 4.374 -2.854 -0.521
9 C 5.458 -3.568 -1.119
10 H 5.899 -3.000 -1.944
11 H 5.109 -4.510 -1.546
12 H 6.204 -3.772 -0.329
13 N -4.431 -0.035 0.633
14 C -4.600 -1.097 0.188
15 C -4.914 -2.421 -0.340
16 H -4.426 -3.235 0.215
17 H -4.620 -2.530 -1.391
18 H -5.999 -2.572 -0.303
19 Re 0.177 -0.094 -1.323
20 C 0.205 -1.724 -0.040
21 O 0.261 -2.536 0.778
22 C 1.756 0.506 -0.070
23 O 2.547 0.738 0.744
24 C 0.382 1.433 -2.776
25 C -0.922 1.438 -2.280
26 C -1.681 0.268 -2.269
27 C -1.133 -0.928 -2.745
28 C 0.169 -0.933 -3.253
29 C 0.922 0.243 -3.263
30 H 1.013 2.313 -2.713
31 H -1.335 2.350 -1.867
32 H -2.679 0.262 -1.851
33 H -1.676 -1.864 -2.682
34 H 0.584 -1.834 -3.695
35 H 1.906 0.226 -3.714
36 N -2.535 2.978 6.211
37 C -3.044 1.892 5.536
38 O -4.094 1.366 5.867
39 C -2.242 1.454 4.320
40 C -1.262 2.251 3.700
41 C -0.701 1.821 2.475
42 N -1.046 0.664 1.891
43 C -1.957 -0.118 2.488
44 C -2.580 0.239 3.698
45 H -3.012 3.252 7.055
46 H -1.564 3.241 6.165
47 H -0.948 3.202 4.134
48 H 0.026 2.459 1.954
49 H -2.227 -1.048 1.974
50 H -3.337 -0.421 4.118

Its calculated total energy is -1350.6642 a.u. Its expectation value of S² is 3.784. The energy above the lowest of the compared OMol25 structures with the same formula, charge and spin comes out at 402.6 kJ/mol. Its charge is +4. Its spin multiplicity is 4. The calculation puts the strongest force on any atom at 7.01 eV/A. The molar mass is 565.627 g/mol.